The molecule C10H13BrSi in a non-equilibrium geometry. Source: the Open Molecules 2025 dataset; level of theory: the ωB97M-V functional and the def2-TZVPD basis.

CARTESIAN COORDINATES (ANGSTROEM)
1 C -0.5514 0.1673 3.7231
2 C -0.1224 -1.0472 3.1102
3 C -0.4902 1.3513 3.0638
4 C 0.7205 -0.8923 2.0301
5 C 0.0485 1.4336 1.7576
6 C 0.7250 0.3130 1.2729
7 C 1.0728 -0.1167 -2.0479
8 C -0.2003 -0.2442 -2.3633
9 C -0.6389 -0.8781 -3.6974
10 C -1.3109 0.1809 -1.5202
11 Si 1.6188 0.4171 -0.3500
12 Br 3.5367 -0.6275 -0.1486
13 H -1.1438 0.0839 4.6392
14 H -0.1806 -1.9242 3.6630
15 H -0.8314 2.2304 3.4545
16 H 1.1719 -1.7730 1.6546
17 H -0.0222 2.3419 1.2891
18 H 1.9072 -0.6069 -2.7577
19 H -1.7417 -1.4784 -3.5725
20 H -0.8266 -0.0529 -4.4491
21 H 0.1432 -1.4858 -4.1712
22 H -1.2309 -0.1593 -0.4293
23 H -2.1934 -0.3669 -1.9321
24 H -1.6000 1.1908 -1.6085
25 H 2.1402 1.9432 -0.6103

Cartesian forces (eV/Å) of the 6 atoms listed first:
-2.24 1.73 1.95
2.23 0.27 -1.77
1.11 -1.11 -2.15
-1.40 0.26 -0.61
-2.60 1.17 4.22
2.59 -4.19 -2.04

Output
- Max |F|: 5.334 eV/A
- 2S+1: 3
- <S²>: 2.06
- LUMO level (spin up / spin down): 0.74 / -3.15 eV
- Highest occupied orbital energy (spin up / spin down): -5.43 / -9.43 eV
- Gap between HOMO and LUMO (spin up / spin down): 6.18 / 6.28 eV
- Net charge: 0
- DFT total energy: -3252.1744 Eh

Atom charges from the Mulliken analysis, given in e for atoms 1 to 5: -0.281, -0.905, -0.496, -0.199, -0.463